[1]
# C35H41NO

5 unconnected molecules or ions with the total composition C35H41NO (the ωB97M-V functional and the def2-TZVPD basis, OMol25).

Cartesian coordinates (Å):
C 6.047 -0.336 -0.902
O 6.983 -1.235 -1.453
C 7.214 -2.374 -0.651
C 6.141 -3.462 -0.783
N 6.602 -4.688 -0.109
C 5.797 -3.727 -2.255
C 4.547 -3.006 -2.790
C 3.356 -3.054 -1.866
C 2.881 -4.276 -1.387
C 1.795 -4.328 -0.523
C 1.166 -3.155 -0.117
C 1.621 -1.938 -0.592
C 2.707 -1.889 -1.459
H 5.228 -0.846 -0.384
H 6.529 0.349 -0.195
H 5.620 0.252 -1.716
H 8.172 -2.788 -0.980
H 7.316 -2.083 0.404
H 5.251 -3.133 -0.243
H 6.258 -4.730 0.839
H 7.613 -4.733 -0.074
H 6.644 -3.412 -2.871
H 5.691 -4.805 -2.381
H 4.265 -3.483 -3.734
H 4.789 -1.970 -3.038
H 3.376 -5.193 -1.688
H 1.442 -5.288 -0.164
H 0.323 -3.190 0.563
H 1.142 -1.015 -0.287
H 3.071 -0.940 -1.838
C -3.712 -3.376 -0.104
C -4.600 -3.019 0.902
C -4.349 -3.393 2.215
C -3.208 -4.122 2.523
C -2.320 -4.478 1.518
C -2.572 -4.107 0.204
H -3.906 -3.083 -1.127
H -5.489 -2.450 0.661
H -5.043 -3.118 2.999
H -3.012 -4.412 3.547
H -1.430 -5.046 1.759
H -1.877 -4.381 -0.580
C 1.852 3.877 1.680
C 0.488 3.731 1.894
C -0.221 2.759 1.202
C 0.430 1.938 0.294
C 1.794 2.080 0.086
C 2.507 3.048 0.779
H 2.406 4.634 2.221
H -0.021 4.372 2.603
H -1.286 2.644 1.366
H -0.125 1.181 -0.246
H 2.303 1.427 -0.613
H 3.573 3.155 0.620
C -6.600 2.993 2.937
C -6.466 1.611 2.937
C -5.251 1.031 2.603
C -4.168 1.833 2.270
C -4.301 3.214 2.273
C -5.518 3.795 2.604
H -7.548 3.445 3.197
H -7.311 0.986 3.197
H -5.146 -0.047 2.599
H -3.220 1.378 2.012
H -3.456 3.842 2.016
H -5.622 4.873 2.600
C -4.875 6.133 -2.855
C -5.281 5.356 -1.778
C -4.336 4.694 -1.005
C -2.987 4.813 -1.306
C -2.580 5.589 -2.383
C -3.525 6.248 -3.158
H -5.611 6.648 -3.459
H -6.333 5.264 -1.542
H -4.650 4.082 -0.171
H -2.248 4.298 -0.703
H -1.528 5.681 -2.617
H -3.209 6.852 -3.998

As for the HOMO energy: -8.972 eV. The molecular weight comes out at 491.7 g/mol. The calculation puts the LUMO energy at 0.7 eV. The SMILES is COC[C@H](N)CCc1ccccc1.c1ccccc1.c1ccccc1.c1ccccc1.c1ccccc1. Its orbital gap is 9.65 eV.

These are the Mulliken partial charges, in e, on atoms 1 to 4: C -0.788; O -0.383; C -1.052; C 0.582



[2]
# C35H42BBiN11S2Sb

A molecular structure, C35H42BBiN11S2Sb (the ωB97M-V functional and the def2-TZVPD basis, OMol25).

Cartesian coordinates (Å):
Bi -0.218 -0.104 0.610
C -2.367 0.559 -2.472
C -3.040 0.804 -1.165
C -4.397 1.016 -0.926
C -4.508 1.145 0.440
N -3.287 1.016 0.983
N -2.372 0.819 -0.010
B -2.800 1.438 2.404
N -1.808 2.613 2.184
C -2.045 3.941 2.221
C -0.915 4.593 1.790
C -0.010 3.568 1.468
C 1.398 3.691 0.980
N -0.565 2.381 1.696
N -2.070 0.260 3.168
C -2.471 -0.234 4.355
C -1.418 -0.893 4.942
C -0.352 -0.762 4.042
C 1.072 -1.166 4.250
N -0.764 -0.087 2.967
N -3.944 1.874 3.295
C -3.826 2.613 4.430
C -5.025 2.569 5.084
C -5.849 1.754 4.270
C -7.269 1.352 4.507
N -5.191 1.338 3.204
H -3.077 0.693 -3.286
H -1.973 -0.457 -2.523
H -1.537 1.251 -2.630
H -5.189 1.060 -1.655
H -5.361 1.316 1.076
H -2.992 4.333 2.552
H -0.761 5.657 1.716
H 1.982 4.316 1.657
H 1.439 4.151 -0.009
H 1.873 2.711 0.928
H -3.472 -0.063 4.718
H -1.402 -1.377 5.905
H 1.180 -2.248 4.337
H 1.433 -0.723 5.179
H 1.704 -0.811 3.440
H -2.895 3.084 4.705
H -5.285 3.051 6.012
H -7.857 2.201 4.855
H -7.330 0.573 5.269
H -7.712 0.966 3.591
N 3.731 -0.583 0.477
C 3.394 0.415 -0.433
C 4.442 1.207 -0.925
C 4.159 2.183 -1.850
C 2.845 2.365 -2.277
C 1.883 1.557 -1.722
N 2.141 0.602 -0.814
C 3.114 -1.753 0.936
C 3.989 -2.807 1.232
C 3.493 -3.987 1.730
C 2.123 -4.108 1.928
C 1.333 -3.026 1.626
N 1.800 -1.856 1.144
H 4.727 -0.630 0.611
H 5.458 1.043 -0.586
H 4.956 2.800 -2.246
H 2.583 3.119 -3.006
H 0.837 1.668 -1.997
H 5.050 -2.690 1.048
H 4.164 -4.807 1.953
H 1.679 -5.016 2.312
H 0.262 -3.069 1.786
S -1.899 -2.106 0.859
C -1.522 -3.322 -0.337
C -2.255 -4.517 -0.248
C -2.003 -5.579 -1.090
C -0.985 -5.504 -2.052
C -0.261 -4.349 -2.169
C -0.528 -3.223 -1.348
S 0.395 -1.809 -1.631
H -3.025 -4.592 0.510
H -2.590 -6.483 -0.995
H -0.771 -6.349 -2.692
H 0.534 -4.270 -2.901
C 0.156 0.409 -6.466
Sb 0.393 -0.781 -4.680
C -1.017 -2.283 -5.270
C 2.152 -1.837 -5.302
H 0.343 -0.223 -7.335
H 0.859 1.242 -6.459
H -0.861 0.797 -6.507
H -0.783 -2.600 -6.287
H -2.027 -1.874 -5.243
H -0.966 -3.140 -4.599
H 1.962 -2.293 -6.274
H 2.393 -2.611 -4.574
H 2.992 -1.148 -5.380

As for the HOMO energy (alpha / beta): -10.017 / -10.034 eV. The relative energy (zero: lowest compared OMol25 entry of this formula, charge and spin) is 27.2 kJ/mol. The molecular weight comes out at 1022.5 g/mol. The calculation puts the LUMO energy (alpha / beta) at -2.1 / -4.9 eV. The net charge is +1. The multiplicity is 2. Its orbital gap (alpha / beta) is 7.87 / 5.18 eV.

These are the Mulliken partial charges, in e, on atoms 1 to 4: Bi 2.387; C -0.762; C 0.386; C -1.649



[3]
# C35H42BrF4O3PSSiY

A molecular structure, C35H42BrF4O3PSSiY (the ωB97M-V functional and the def2-TZVPD basis, OMol25).

Cartesian coordinates (Å):
Y -0.558 -0.442 0.469
C -2.547 -1.988 0.303
C -2.772 -0.874 -0.545
C -1.957 -1.025 -1.683
C -1.185 -2.183 -1.517
C -1.544 -2.776 -0.278
H -3.025 -2.151 1.259
H -3.523 -0.112 -0.391
H -1.939 -0.345 -2.520
H -0.486 -2.585 -2.234
H -1.145 -3.691 0.127
F -3.868 6.254 -1.510
C -3.238 5.366 -0.763
C -3.282 5.455 0.616
F -3.946 6.443 1.193
C -2.612 4.518 1.386
F -2.644 4.687 2.707
C -1.913 3.461 0.820
P -1.032 2.157 1.771
C -1.905 2.032 3.350
C -3.260 1.705 3.286
C -3.984 1.501 4.449
C -3.352 1.604 5.682
C -2.000 1.906 5.746
C -1.272 2.119 4.583
C 0.593 2.918 2.033
C 0.772 4.060 2.813
C 2.037 4.608 2.955
C 3.127 4.026 2.317
C 2.950 2.902 1.524
C 1.684 2.353 1.385
C -1.866 3.419 -0.576
Br -0.838 2.111 -1.507
C -2.515 4.349 -1.360
F -2.458 4.294 -2.686
H -3.755 1.618 2.324
H -5.037 1.259 4.395
H -3.915 1.443 6.593
H -1.504 1.975 6.705
H -0.213 2.333 4.644
H -0.075 4.518 3.310
H 2.174 5.494 3.562
H 4.114 4.455 2.434
H 3.793 2.452 1.017
H 1.556 1.510 0.715
C 2.175 -3.286 -0.913
C 2.418 -1.839 -0.522
C 2.102 -0.841 -1.632
C 3.862 -1.648 -0.086
O 1.451 -1.508 0.558
Si 1.647 -1.734 2.248
S -0.121 -0.795 2.971
O 1.902 -3.263 2.697
C 1.205 -4.421 3.218
C 0.869 -4.165 4.679
C 2.183 -5.577 3.079
C -0.048 -4.673 2.402
O 2.996 -0.893 2.553
C 3.803 -0.821 3.754
C 4.741 -2.020 3.785
C 4.593 0.473 3.639
C 2.912 -0.788 4.988
H 2.840 -3.565 -1.732
H 1.149 -3.445 -1.234
H 2.385 -3.934 -0.060
H 2.790 -0.977 -2.465
H 2.247 0.177 -1.258
H 1.086 -0.955 -2.020
H 4.492 -1.799 -0.964
H 4.151 -2.373 0.674
H 4.034 -0.647 0.305
H 1.781 -3.997 5.255
H 0.354 -5.030 5.101
H 0.223 -3.292 4.775
H 3.104 -5.365 3.622
H 2.430 -5.748 2.029
H 1.742 -6.489 3.485
H -0.744 -3.837 2.499
H -0.544 -5.581 2.745
H 0.226 -4.806 1.352
H 5.386 -2.023 2.904
H 4.173 -2.951 3.807
H 5.375 -1.973 4.672
H 5.192 0.466 2.725
H 5.264 0.588 4.492
H 3.912 1.324 3.610
H 2.339 -1.713 5.086
H 2.213 0.050 4.935
H 3.528 -0.673 5.882

As for the HOMO energy: -11.284 eV. The relative energy (zero: lowest compared OMol25 entry of this formula, charge and spin) is 23.0 kJ/mol. The molecular weight comes out at 846.6 g/mol. The calculation puts the LUMO energy at -2.7 eV. The net charge is +1. Its orbital gap is 8.60 eV.

These are the Mulliken partial charges, in e, on atoms 1 to 4: Y -0.709; C -0.744; C -0.567; C -1.030



- Look up the molecular weight of the first one.
  491.7 g/mol



- The lowest molecular weight belongs to which entry?
  C35H41NO